# 1
The following is a quantum chemistry calculation of C4H8N2O in the gas phase at a distorted geometry, from OMol25.

## Properties
energy relative to the best compared isomer or geometry (same formula, charge and spin)	44.4	kcal/mol
charge	0
lowest unoccupied orbital energy	0.0304	Eh
orbital gap	10.9401	eV

Structure (XYZ):
```
15
Properties=species:S:1:pos:R:3:forces:R:3
C -1.85049 0.23289 0.71164 -0.03 0.03 -0.02
N -0.39385 0.07414 0.80138 0.07 -0.20 -0.12
C 0.30372 0.23019 -0.47658 0.05 0.05 -0.04
C 1.76921 -0.21829 -0.35856 -0.20 -0.19 -0.28
O 2.48615 0.62925 0.50006 -0.13 0.07 0.24
C -0.45841 -0.49949 -1.51755 -0.84 -0.57 -0.43
N -1.30944 -1.03629 -2.09075 1.08 0.38 0.13
H -2.27955 -0.02100 1.68046 0.00 0.13 -0.03
H -2.07954 1.27650 0.47729 -0.04 -0.11 0.08
H -2.31524 -0.40929 -0.06273 0.17 0.28 0.43
H -0.19727 -0.85608 1.16517 0.02 0.08 -0.12
H 0.30485 1.29238 -0.76446 -0.05 -0.20 0.12
H 2.24852 -0.16488 -1.34189 -0.11 0.00 0.17
H 1.81473 -1.27163 -0.02582 -0.09 0.23 -0.05
H 1.95662 0.74160 1.30231 0.10 0.02 -0.08
```
Positions in Å, forces in eV/Å.

=====

# 2
The following is a quantum chemistry calculation of a molecular structure, C6H10BrN2S2 at a distorted geometry, from OMol25.

## Properties
energy relative to the best compared isomer or geometry (same formula, charge and spin)	31.2	kcal/mol
charge	+1
lowest unoccupied orbital energy	-0.1853	Eh
orbital gap	7.8533	eV

Structure (XYZ):
```
21
Properties=species:S:1:pos:R:3:forces:R:3
C 1.01234 0.53841 -0.09845 -2.54 4.77 -1.06
C -0.89267 -0.83242 -0.11557 -2.86 -2.51 0.10
C -0.71113 1.51399 -0.45765 4.05 0.25 0.59
C -1.03778 2.51120 0.72124 -1.02 -3.75 -0.43
C 1.07657 -1.49592 -1.29435 0.56 -0.08 0.59
C 1.16997 -1.45214 1.14437 -1.72 0.57 0.36
N -1.46738 0.34369 -0.40928 -0.27 -1.46 0.25
N 0.56251 -0.82575 -0.09053 0.96 0.29 0.21
S 2.40013 1.29857 0.08165 -0.96 -1.12 -0.08
S -1.65803 -2.29730 0.09709 0.70 1.32 -0.07
Br -3.32527 0.41866 -0.55269 0.45 0.09 -0.02
H -0.59601 1.86325 -1.53312 -0.11 0.11 1.57
H -0.27486 3.12573 1.10504 0.87 0.93 -0.12
H -1.44515 1.86932 1.55490 0.92 0.35 -0.52
H -1.95418 2.94429 0.43217 -0.73 1.58 -0.50
H 0.60640 -1.05977 -2.09756 -0.49 1.35 -2.17
H 2.13536 -1.42695 -1.25885 0.87 0.14 -0.32
H 0.74140 -2.47984 -1.30679 -0.42 -1.87 0.43
H 1.03445 -2.53776 1.11031 0.32 0.37 -0.06
H 2.16490 -1.01145 1.09041 0.10 -0.74 0.83
H 0.45841 -1.00781 1.87765 1.33 -0.59 0.43
```
Positions in Å, forces in eV/Å.

=====

# 3
The following is a quantum chemistry calculation of C4H3NO in the gas phase at a distorted geometry, from OMol25.

## Properties
energy relative to the best compared isomer or geometry (same formula, charge and spin)	117.7	kcal/mol
charge	0
lowest unoccupied orbital energy (alpha / beta)	-0.0764 / -0.0368	Eh
orbital gap (alpha / beta)	6.1463 / 9.2774	eV

Structure (XYZ):
```
9
Properties=species:S:1:pos:R:3:forces:R:3
O 0.70079 1.00258 -1.52012 1.78 -1.07 -0.85
C 0.23685 0.53467 0.43263 -0.50 -0.82 2.60
C -0.83959 -0.29109 0.77443 0.49 0.08 -0.05
C -1.77030 -1.00767 1.06509 -0.11 -0.08 -0.04
C 1.33613 0.11562 -0.39502 -3.24 2.43 -1.17
N 2.32380 -0.56452 -0.34605 1.11 -0.64 -0.22
H 0.27972 0.38700 -2.14525 0.20 0.12 0.02
H 0.28943 1.51997 0.89445 0.10 -0.20 -0.24
H -2.58545 -1.65146 1.32088 0.18 0.17 -0.06
```
Positions in Å, forces in eV/Å.

=====

# 4
The following is a quantum chemistry calculation of C10H14ClNSi in the gas phase at a distorted geometry, from OMol25.

## Properties
energy relative to the best compared isomer or geometry (same formula, charge and spin)	0.0	kcal/mol
charge	0
lowest unoccupied orbital energy	0.0316	Eh
orbital gap	9.5805	eV

Structure (XYZ):
```
27
Properties=species:S:1:pos:R:3:forces:R:3
C -3.70228 0.41726 0.42564 -0.04 0.01 -0.04
C -3.18197 0.78774 -0.80260 -0.17 0.03 -0.07
C -2.84557 0.15604 1.48191 -0.06 -0.02 0.12
C -1.81295 0.89238 -0.97203 0.11 0.03 -0.11
C -1.47826 0.26300 1.30626 0.16 0.00 0.08
C -0.93715 0.62862 0.07609 0.57 0.03 -0.25
C 0.99402 -0.24963 -2.81228 -0.07 -0.05 0.02
C 1.42279 0.68754 -1.97945 -0.06 0.30 0.70
C 1.26473 -1.78112 0.76707 -0.01 0.04 -0.10
C 2.99198 -0.25641 1.42241 0.02 0.04 -0.04
N 1.66562 -0.39691 0.86749 -0.14 0.48 -0.15
Si 0.93326 0.79008 -0.15141 -0.52 -0.97 -0.26
Cl 1.55382 2.60669 0.52886 0.17 0.55 0.10
H -4.77110 0.33422 0.55990 -0.08 -0.01 0.01
H -3.84508 0.99606 -1.62999 -0.05 0.02 -0.06
H -3.24528 -0.13057 2.44414 -0.02 -0.02 0.07
H -1.41437 1.18254 -1.93349 0.00 0.02 -0.13
H -0.81375 0.06011 2.13347 0.08 -0.05 0.13
H 1.31495 -0.30296 -3.84149 0.10 0.00 -0.17
H 0.29127 -1.00550 -2.50041 -0.21 -0.20 0.07
H 2.12571 1.42167 -2.35589 0.10 0.09 -0.05
H 0.24513 -1.84494 0.39664 -0.13 -0.15 -0.01
H 1.92050 -2.34092 0.08998 0.00 -0.10 -0.02
H 1.31216 -2.24982 1.75358 -0.06 -0.09 0.01
H 3.25113 0.79524 1.49756 0.13 0.02 0.09
H 3.01714 -0.69789 2.42256 0.08 0.01 0.04
H 3.74355 -0.76249 0.80547 0.09 -0.02 0.02
```
Positions in Å, forces in eV/Å.

=====

# 5
The following is a quantum chemistry calculation of 14 unconnected molecules or ions with the total composition C16H58Cl2NO13 at a distorted geometry, from OMol25.

## Properties
charge	-1
lowest unoccupied orbital energy	0.0720	Eh
orbital gap	5.5493	eV

Structure (XYZ):
```
90
Properties=species:S:1:pos:R:3:forces:R:3
C 1.92093 1.43331 -0.12399 0.04 -0.30 0.10
C 0.61511 0.80256 -0.50752 -0.03 0.37 -0.16
Cl 0.48460 -0.78331 0.39835 -0.17 -0.24 -0.01
C -0.63563 1.67503 -0.16510 0.79 -0.44 2.05
N -0.53181 2.76132 0.58143 -0.47 0.39 -0.43
Cl -1.31851 1.97323 -2.03120 -0.65 0.18 -1.23
H 1.92412 2.48454 -0.34762 -0.01 0.40 -0.22
H 2.08013 1.30757 0.93519 0.09 0.13 0.41
H 2.73093 0.95408 -0.65595 0.35 -0.13 -0.16
H 0.61956 0.51682 -1.54280 -0.08 -0.25 -0.28
H -1.38486 1.01586 0.26051 -0.35 -0.30 -0.32
H 0.06850 3.43622 0.11300 0.43 0.00 0.25
C 4.35321 4.14346 -2.45057 -0.16 0.17 0.20
O 3.29152 4.20143 -1.49892 0.17 -0.15 -0.10
H 4.33853 3.15030 -2.89334 -0.03 -0.05 0.03
H 4.20977 4.88965 -3.23343 0.08 -0.05 -0.03
H 5.32208 4.30043 -1.96983 0.06 -0.04 -0.09
H 3.29639 5.07561 -1.10589 -0.08 0.10 0.02
C -0.55531 -3.57595 2.96763 0.20 0.14 -0.03
O 0.77902 -3.78151 2.49346 -0.28 0.00 -0.10
H -1.11526 -4.49593 2.82205 0.04 -0.06 -0.02
H -0.55542 -3.32720 4.03119 -0.05 -0.01 0.01
H -1.04568 -2.77162 2.41400 -0.03 -0.01 0.05
H 1.25448 -2.95193 2.62419 0.01 0.10 0.04
C -3.51269 -5.62464 1.78652 -0.07 0.11 0.15
O -4.13154 -4.76759 2.75014 0.13 -0.05 -0.16
H -2.94177 -4.98549 1.12060 0.04 -0.07 -0.07
H -2.82818 -6.33659 2.25059 0.00 -0.02 -0.01
H -4.24936 -6.17014 1.19280 0.00 -0.01 -0.01
H -4.64277 -5.31310 3.34957 -0.06 -0.04 0.08
C 2.88168 8.06508 -4.47296 0.03 -0.14 -0.07
O 3.52203 6.79483 -4.45969 -0.02 0.26 0.02
H 2.84461 8.41169 -3.44426 -0.01 0.02 0.04
H 3.43837 8.79410 -5.06951 0.00 0.01 0.02
H 1.86003 7.99856 -4.85506 -0.01 0.01 0.03
H 3.55803 6.46895 -5.36101 -0.01 -0.10 -0.07
C 1.25249 -5.27050 -0.91068 -0.08 0.07 0.08
O 0.19436 -5.33598 0.03183 0.10 -0.02 -0.22
H 1.23070 -6.19129 -1.49136 0.01 -0.02 -0.03
H 1.13297 -4.42503 -1.59250 0.00 -0.01 -0.01
H 2.22619 -5.18991 -0.41666 0.00 -0.02 -0.01
H 0.22102 -4.52223 0.55227 0.09 -0.11 0.30
C -3.51536 -1.98246 0.88824 -0.03 0.00 -0.02
O -3.16448 -1.21006 -0.25195 0.05 -0.11 0.28
H -4.55041 -2.29753 0.76795 -0.01 -0.01 0.02
H -2.89704 -2.87960 0.98103 -0.01 0.07 -0.03
H -3.43565 -1.40447 1.81495 -0.01 0.00 -0.02
H -2.24148 -0.94666 -0.12969 -0.06 0.15 -0.27
C 4.12571 -1.14935 3.20366 -0.09 -0.05 -0.12
O 3.02216 -1.99452 2.91417 -0.02 -0.10 0.11
H 3.76365 -0.38214 3.88150 -0.01 0.04 0.02
H 4.93645 -1.69825 3.69162 0.00 0.01 0.00
H 4.50534 -0.66376 2.30149 0.00 0.01 0.00
H 3.29736 -2.69056 2.31210 0.15 0.03 -0.07
C 7.91565 3.07033 -0.70231 0.01 0.07 -0.12
O 7.86766 3.64892 -2.00623 0.21 -0.16 0.09
H 7.02073 2.46535 -0.59104 -0.04 -0.02 0.01
H 8.79456 2.43240 -0.57506 -0.01 -0.02 0.00
H 7.91949 3.83855 0.07391 -0.03 0.00 0.01
H 8.64519 4.20529 -2.11445 -0.05 0.20 0.05
C -4.10150 1.82271 0.47936 -0.06 -0.12 -0.10
O -5.26480 0.99221 0.33289 0.03 0.26 0.24
H -4.39749 2.72751 1.00482 -0.08 0.00 0.02
H -3.33082 1.31598 1.05911 0.01 0.05 0.07
H -3.68640 2.09054 -0.49075 0.07 0.04 0.01
H -4.98020 0.20266 -0.13576 0.14 -0.13 -0.07
C -8.19230 2.96281 1.66942 0.21 -0.18 -0.20
O -7.90334 1.95338 0.72312 -0.16 0.16 0.32
H -9.22577 3.27129 1.51806 -0.03 0.05 0.03
H -8.07866 2.59183 2.69267 -0.04 0.11 0.08
H -7.54338 3.83585 1.54151 -0.04 0.04 0.02
H -6.98321 1.67281 0.85153 0.11 -0.19 -0.40
C 10.16292 2.86810 -5.26557 -0.08 0.07 0.10
O 9.50112 3.74385 -4.36470 0.19 -0.14 -0.03
H 10.72387 3.48589 -5.96222 0.02 0.02 -0.03
H 10.86231 2.20332 -4.74963 0.01 0.00 -0.01
H 9.45192 2.26132 -5.83269 0.01 0.00 -0.02
H 8.99490 3.21076 -3.74121 -0.23 -0.01 -0.06
C -10.03150 0.42894 3.20781 -0.19 0.00 0.21
O -11.05460 0.26577 4.19591 0.10 -0.10 -0.15
H -9.88706 -0.53648 2.73383 0.00 -0.04 -0.02
H -10.32157 1.15420 2.44746 0.04 0.00 -0.06
H -9.09052 0.74022 3.66361 0.05 -0.01 -0.04
H -11.18877 1.11424 4.62083 -0.02 0.09 0.05
C -1.56275 -8.93152 -0.19311 0.11 0.19 0.06
O -1.64724 -7.54476 0.07372 -0.08 -0.35 0.00
H -2.57764 -9.29845 -0.33071 -0.03 -0.03 -0.01
H -0.99388 -9.13882 -1.10601 -0.02 -0.03 -0.01
H -1.10436 -9.48329 0.63516 -0.02 -0.02 -0.01
H -0.76136 -7.17907 0.18615 -0.06 0.34 -0.03
```
Positions in Å, forces in eV/Å.

=====

# 6
The following is a quantum chemistry calculation of C5H8O2 in the gas phase, from OMol25.

## Properties
energy relative to the best compared isomer or geometry (same formula, charge and spin)	35.1	kcal/mol
charge	0
lowest unoccupied orbital energy	0.0331	Eh
orbital gap	10.7690	eV

Structure (XYZ):
```
15
Properties=species:S:1:pos:R:3:forces:R:3
O -0.03278 -0.92608 -1.53207 0.09 0.15 -0.26
C -0.30638 -0.38035 -0.27178 0.19 0.04 0.27
C 0.86345 -0.57892 0.68037 -0.25 -0.02 0.01
C 1.87614 0.52341 0.46375 0.14 0.19 -0.29
O 2.03236 1.08192 -0.59984 -0.10 -0.35 0.39
C -1.74610 -0.41657 0.12007 -0.01 -0.12 0.04
C -1.10104 0.89010 -0.28213 0.06 0.17 -0.05
H 0.65393 -0.35507 -1.91095 -0.11 -0.14 -0.03
H 0.57542 -0.64563 1.73673 0.00 0.18 -0.17
H 1.33147 -1.54474 0.42520 -0.03 0.27 0.12
H 2.48157 0.84267 1.33294 0.03 -0.11 0.01
H -2.00242 -0.50314 1.17424 0.07 -0.14 -0.24
H -2.40273 -0.92619 -0.57736 0.03 0.14 0.12
H -1.27252 1.31711 -1.26564 -0.17 -0.13 0.17
H -0.95037 1.62148 0.50647 0.06 -0.10 -0.08
```
Positions in Å, forces in eV/Å.